Entry 1:
Molecular formula: C21H29O16Pd2
Method: DFT, wB97M-V/def2-TZVPD

Summary:
<S²>   8.812
LUMO (spin up / spin down)   -2.019 / -3.524 eV
Frontier orbital gap (spin up / spin down)   7.0626 / 5.1526 eV
2S+1   6

Each line ends with the Mulliken charge.
Positions of all 68 atoms, in Å:
Pd -0.313243 1.325955 -3.456226  0.655
Pd -0.236411 2.014407 -0.503501  0.551
C -0.115329 -2.503054 -1.152513  -1.300
C -0.214915 -1.056238 -0.734621  0.546
O -0.353684 -0.039734 -1.639360  -0.366
H -0.914863 -2.824163 -1.820153  0.258
H 0.149558 -3.223112 -0.378274  0.314
H 0.591202 -2.634301 -1.972080  0.330
H 0.575706 -0.697196 -0.075746  -0.227
H -1.140130 -0.977367 -0.163786  0.334
C 3.491272 3.150069 -1.677074  -1.016
C 2.390313 3.067530 -2.635691  -0.513
O 1.173605 2.450153 -2.248311  -0.209
H 4.240613 2.372572 -1.825677  0.154
H 3.248532 3.505889 -0.675790  0.254
H 4.053864 3.979637 -2.105325  0.443
H 2.691489 2.527996 -3.533633  0.291
H 2.198252 4.064765 -3.031595  0.364
C -3.853285 3.789720 -2.938980  -1.008
C -2.472691 3.768816 -2.329724  -0.370
O -1.749544 2.527158 -2.245150  -0.234
H -4.547154 3.065525 -2.512151  0.237
H -3.554549 3.606696 -3.971138  0.262
H -4.264660 4.796607 -2.867829  0.362
H -2.569007 4.275774 -1.369611  0.239
H -1.838320 4.396160 -2.955918  0.323
C 0.902380 0.987580 3.731829  -0.316
C 0.332135 1.467874 2.582589  0.519
C -1.200450 1.901545 2.451387  0.662
O -1.788041 2.209854 1.323371  -0.672
C -1.906100 1.835694 3.637612  -0.695
C -1.326192 1.322288 4.946783  0.212
C 0.202528 0.804274 4.986001  0.388
O 0.713430 0.170246 5.977842  -0.528
O -2.047321 1.136679 5.904918  -0.524
O 1.218743 1.430167 1.599808  -0.598
H 1.937088 0.689019 3.813233  0.482
H -2.962965 2.056994 3.659188  0.445
C -4.016538 -1.526054 -1.699292  0.136
C -5.226855 -0.773112 -2.200278  -0.104
O -6.345090 -1.685478 -2.167557  -0.345
C -5.858974 -2.837085 -1.416058  0.593
O -6.499619 -3.847436 -0.957181  -0.568
O -4.558980 -2.646942 -1.126050  -0.322
H -3.494584 -1.032406 -0.879552  -0.026
H -3.391097 -1.976280 -2.470148  0.141
H -5.261384 -0.554606 -3.267587  0.235
H -5.429788 0.125313 -1.617397  0.224
C 4.408812 -0.419577 -1.556410  -0.317
C 3.535816 -0.470981 -0.314735  0.538
O 3.089747 -1.819892 -0.286735  -0.289
C 3.945143 -2.571331 -1.040774  0.581
O 4.091608 -3.781760 -1.149816  -0.572
O 4.629195 -1.759377 -1.865696  -0.378
H 5.340125 0.128273 -1.412764  0.307
H 3.964879 0.130646 -2.386038  0.240
H 2.701701 0.214299 -0.465585  -0.321
H 3.915103 -0.308822 0.694196  0.227
C 1.290927 -3.352177 2.645020  0.349
C 2.743234 -3.581001 2.878220  -0.162
O 2.974268 -3.386814 4.311313  -0.364
C 1.871002 -2.977105 4.841469  0.649
O 1.687027 -2.553178 5.985771  -0.565
O 0.895877 -2.956645 3.899710  -0.391
H 0.850049 -4.328024 2.441447  0.243
H 0.927432 -2.654050 1.890978  -0.203
H 3.478188 -2.959575 2.366586  0.123
H 3.000917 -4.581297 2.530233  0.296

Forces on atoms 1 to 3 (eV/Å):
0.36 0.85 2.14
-0.49 -0.63 -0.01
0.83 0.01 -2.38

Entry 2:
Molecular formula: C38H50ClFHfOP4
Method: DFT, wB97M-V/def2-TZVPD

Summary:
Energy relative to the best compared isomer or geometry (same formula, charge and spin)   335.27 kJ/mol
LUMO (spin up / spin down)   -8.700 / -8.701 eV
Frontier orbital gap (spin up / spin down)   3.4961 / 3.4949 eV
Net charge   +2

Each line ends with the Mulliken charge.
Positions of all 96 atoms, in Å:
P -1.714609 -1.062749 -3.438479  0.645
C -3.440409 -1.190449 -4.062879  -0.098
C -3.953109 -0.418049 -5.102479  0.105
H -3.323209 0.311951 -5.590679  0.374
C -5.267809 -0.580949 -5.517279  -0.711
H -5.653509 0.027651 -6.324779  0.424
C -6.083409 -1.522249 -4.905979  -0.512
H -7.107409 -1.648749 -5.232179  0.401
C -5.580709 -2.297149 -3.868879  -0.654
H -6.212109 -3.029049 -3.382479  0.409
C -4.273009 -2.124649 -3.444079  -0.246
H -3.889709 -2.721049 -2.624779  0.342
C -1.120309 0.448051 -4.304079  0.236
C -1.400009 1.676951 -3.703479  -0.530
H -1.933609 1.701251 -2.761079  0.553
C -1.004109 2.862451 -4.301979  -0.702
H -1.232709 3.807551 -3.826879  0.441
C -0.302909 2.836951 -5.500479  -0.562
H 0.015691 3.761551 -5.963779  0.426
C -0.007909 1.619751 -6.097379  -0.675
H 0.539591 1.592451 -7.030579  0.429
C -0.417409 0.432251 -5.506679  -0.122
H -0.190509 -0.510849 -5.983479  0.393
C -0.876809 -2.390249 -4.398079  -0.022
C -1.460509 -3.066349 -5.467079  -0.155
H -2.467109 -2.818649 -5.773079  0.372
C -0.757209 -4.054249 -6.142279  -0.709
H -1.223709 -4.573149 -6.969579  0.420
C 0.539191 -4.372849 -5.764679  -0.505
H 1.086291 -5.142449 -6.293579  0.399
C 1.129591 -3.703549 -4.700579  -0.792
H 2.138191 -3.950849 -4.396079  0.419
C 0.422891 -2.727449 -4.016279  0.158
H 0.881891 -2.218349 -3.177379  0.061
Hf -0.103709 -0.139849 2.664421  -2.457
C 1.646191 0.822751 2.231121  -0.239
C 2.060391 1.064451 0.960221  0.593
H 2.257691 1.151951 3.066321  0.073
C 1.127791 0.590451 -0.120779  0.475
O 1.818791 -0.286049 -1.016479  -0.473
H 1.216391 -0.531849 -1.730679  0.158
C 0.033391 -0.061449 0.633821  0.185
H 0.709991 1.436251 -0.684479  0.549
C -1.009509 -0.741449 0.910721  -0.197
Cl -2.177609 -1.209349 3.598621  -0.253
P 1.040591 -2.256249 2.960421  1.230
P -1.385509 1.905551 2.908321  0.972
C 0.430691 -3.249149 4.351321  -1.330
H -0.618809 -3.474149 4.196121  0.425
H 0.516991 -2.667649 5.263421  0.374
H 1.007491 -4.167549 4.437821  0.468
C 0.924591 -3.350649 1.503721  -1.272
H 1.334191 -2.846949 0.632221  0.321
H -0.120409 -3.581249 1.315321  0.392
H 1.466591 -4.278049 1.673221  0.505
C 2.831291 -2.085649 3.261021  -1.205
H 2.978191 -1.452049 4.130921  0.308
H 3.298491 -1.618949 2.398021  0.186
H 3.292591 -3.054149 3.439121  0.519
C -2.156209 2.132151 4.535721  -1.218
H -1.383709 2.207751 5.293521  0.303
H -2.764909 1.261451 4.754621  0.384
H -2.767609 3.031851 4.535921  0.516
C -0.432209 3.439851 2.635821  -1.084
H 0.008491 3.428951 1.642221  0.244
H 0.368991 3.484551 3.368921  0.209
H -1.059909 4.321851 2.740621  0.512
C -2.770309 1.984851 1.723621  -1.137
H -3.401809 1.115751 1.885621  0.360
H -2.394709 1.960151 0.704221  0.280
H -3.355709 2.889751 1.868421  0.482
P 3.602591 1.802551 0.533321  1.508
C 4.363991 2.558351 1.986521  -1.306
C 3.374591 3.082051 -0.726479  -1.413
H 4.578591 1.801951 2.735421  0.390
H 3.696591 3.300651 2.413821  0.416
H 5.296391 3.036751 1.697721  0.468
H 2.943691 2.636651 -1.618779  0.422
H 4.331291 3.527951 -0.985979  0.477
H 2.709591 3.855851 -0.353679  0.425
C 4.785191 0.608851 -0.143179  -1.348
H 5.000291 -0.147049 0.607021  0.440
H 5.709891 1.104151 -0.429979  0.473
H 4.340291 0.127551 -1.008179  0.404
H -1.875209 -1.316049 0.644921  0.570
F 1.239991 1.651551 8.892721  -0.315
C 1.003091 1.338051 7.595221  0.264
C 1.557891 2.107251 6.576521  -0.942
C 1.316391 1.789651 5.235521  -0.092
C 0.505291 0.674651 4.878821  0.723
C -0.044509 -0.071249 5.939221  -0.569
C 0.199091 0.249951 7.275521  -0.913
H 2.178891 2.958751 6.825221  0.462
H 1.781091 2.448351 4.528821  0.248
H -0.680409 -0.911549 5.737321  0.563
H -0.241209 -0.348249 8.063021  0.472

Forces on atoms 1 to 3 (eV/Å):
-0.08 -0.08 -0.42
0.03 0.03 0.23
0.11 -0.03 0.07

Entry 3:
Molecular formula: C3H6O
Method: DFT, wB97M-V/def2-TZVPD

Summary:
SMILES string   C=CCO
Energy relative to the best compared isomer or geometry (same formula, charge and spin)   179.55 kJ/mol
LUMO   0.908 eV
Frontier orbital gap   10.1792 eV

Each line ends with the Mulliken charge.
Positions of all 10 atoms, in Å:
C 0.130885 0.923361 0.272741  -0.188
O 0.140980 1.194478 1.660318  -0.507
C -0.198384 -0.530000 0.002242  -0.200
C 0.001690 -1.159868 -1.150588  -0.619
H -0.555929 1.629451 -0.238112  0.241
H 1.108860 1.111342 -0.168158  0.271
H -0.653583 0.820304 2.046132  0.296
H -0.139837 -1.112184 0.926738  0.213
H 0.477895 -2.128728 -1.235181  0.249
H -0.312578 -0.748155 -2.116133  0.246

Forces on atoms 1 to 3 (eV/Å):
-1.86 0.54 -0.68
0.47 0.12 -0.04
1.58 -0.40 0.55

Entry 4:
Molecular formula: C30H33ClN4O8SiTa
Method: DFT, wB97M-V/def2-TZVPD

Summary:
Energy relative to the best compared isomer or geometry (same formula, charge and spin)   0.00 kJ/mol
LUMO   -3.327 eV
Frontier orbital gap   7.4363 eV
Net charge   +1

Each line ends with the Mulliken charge.
Positions of all 78 atoms, in Å:
Ta -0.239772 0.013976 -0.016817  0.801
O 3.846864 -1.776406 -3.037685  -0.484
C 3.041937 -1.091798 -2.210966  -0.158
O 2.441302 -0.108096 -2.552691  -0.414
C 3.100254 -1.626366 -0.811942  0.843
C 4.099458 -2.526008 -0.477183  -0.801
C 4.179390 -3.005996 0.822650  -0.608
C 3.263874 -2.548998 1.745339  -1.165
C 2.303117 -1.644251 1.321860  0.556
N 2.190991 -1.186263 0.073949  0.458
C 1.293813 -1.136481 2.312969  -0.021
O 1.235326 -1.514859 3.447955  -0.629
O 0.492040 -0.226742 1.796599  -0.023
H 3.824623 -1.331062 -3.891794  0.394
H 4.803020 -2.842763 -1.231527  0.573
H 4.944150 -3.719917 1.097693  0.482
H 3.254160 -2.863402 2.780999  0.567
C -3.851890 1.052508 -2.590737  -1.301
Si -3.489029 0.094198 -0.999960  1.114
C -3.248395 -1.656855 -1.628732  -0.939
C -4.928525 0.087964 0.204899  -1.393
N -2.051902 0.851559 -0.161704  1.352
C -2.301329 2.203197 0.234067  0.523
C -3.445426 2.946027 -0.063568  -0.549
C -3.599859 4.249908 0.385909  -1.424
C -2.624142 4.854547 1.156317  -0.894
C -1.489532 4.136751 1.503080  -0.714
C -1.359765 2.838109 1.051552  0.238
O -0.288263 2.027197 1.370281  0.541
C 0.531564 2.348791 2.462731  -0.096
C 1.861836 2.623581 2.216106  -0.097
C 2.696935 2.888150 3.294469  -0.920
C 2.194299 2.876785 4.585712  -0.545
C 0.852627 2.593783 4.808795  -0.996
C 0.010288 2.319226 3.743289  0.317
H -4.336895 0.362394 -3.289480  0.395
H -2.927880 1.388459 -3.069923  0.224
H -4.498618 1.925347 -2.497299  0.515
H -4.275461 -1.953680 -1.883014  0.569
H -2.871549 -2.389201 -0.921369  0.005
H -2.679433 -1.709795 -2.557113  0.335
H -5.854892 0.384125 -0.297031  0.372
H -4.783864 0.758234 1.053625  0.360
H -5.069742 -0.919806 0.598626  0.422
H -4.251833 2.517919 -0.639891  0.264
H -4.503232 4.789366 0.130276  0.456
H -2.743885 5.873912 1.500122  0.455
H -0.720854 4.571420 2.126692  0.575
H 2.238445 2.615685 1.201387  0.222
H 3.743089 3.107828 3.120513  0.458
H 2.849180 3.083099 5.422548  0.431
H 0.461096 2.575578 5.817861  0.434
H -1.036527 2.087991 3.896997  0.502
Cl -3.689489 -3.221995 1.773672  -0.178
C -2.189598 -2.546277 2.450883  -0.135
C -1.112263 -2.651569 1.396792  0.337
O -0.287202 -3.537806 1.379092  -0.599
O -1.128316 -1.714127 0.480524  -0.388
H -1.909840 -3.129099 3.317897  0.492
H -2.365731 -1.509229 2.714595  0.022
N 0.554338 -3.198639 -1.431118  0.061
C 0.137916 -2.286731 -2.326811  0.298
C 0.131816 -2.674698 -3.692599  -1.262
C -0.251155 -1.800347 -4.662449  -0.842
C -0.628373 -0.500235 -4.293334  -0.922
C -0.571840 -0.169136 -2.980078  -0.437
N -0.193339 -1.016911 -1.970211  1.256
H 0.702651 -4.132199 -1.770814  0.283
H 0.410582 -3.125003 -0.428107  -0.188
H 0.430848 -3.685351 -3.935774  0.489
H -0.261572 -2.108138 -5.700486  0.476
H -0.950323 0.232477 -5.019706  0.573
H -0.848249 0.828396 -2.666492  -0.013
C 1.051926 2.526125 -1.579589  -1.097
O 0.671064 1.354328 -0.905632  0.297
H 0.178362 2.966273 -2.067053  0.306
H 1.811920 2.291348 -2.320928  0.301
H 1.442499 3.250672 -0.865218  0.287

Forces on atoms 1 to 3 (eV/Å):
0.11 0.52 0.30
-0.15 -0.27 0.20
0.34 0.58 -0.04